Molecular formula: C16H18N8O2RhS2
Method: DFT, ωB97M-V/def2-TZVPD

The geometry in ORCA input format:
```
! wB97M-V def2-TZVPD RIJCOSX def2/J DEFGRID3
* xyz 2 2
Rh 0.37 -0.23 -0.90
N -0.02 3.28 -1.73
C 0.62 2.60 -2.59
N 0.96 1.32 -2.49
C 1.53 0.81 -3.60
C 1.71 1.72 -4.64
S 1.15 3.26 -4.24
C 1.81 -0.60 -3.64
C 2.35 -1.34 -4.67
S 2.42 -2.99 -4.28
C 1.70 -2.62 -2.71
N 1.46 -1.34 -2.54
N 1.44 -3.54 -1.80
H -0.86 2.50 -0.72
H -0.23 4.25 -1.90
H 2.13 1.52 -5.61
H 2.70 -0.98 -5.62
H 1.57 -4.52 -1.99
H 0.95 -3.24 -0.95
O 0.28 -2.10 0.35
N 0.08 -2.30 1.63
C 1.14 -2.32 2.46
C 0.99 -2.65 3.78
C -0.27 -2.95 4.28
C -1.36 -2.86 3.42
C -1.16 -2.52 2.10
H 2.09 -2.11 1.99
H 1.87 -2.70 4.41
H -0.40 -3.24 5.31
H -2.35 -3.08 3.76
H -1.96 -2.46 1.37
C -3.66 2.20 0.19
N -2.35 2.15 0.79
C -2.09 2.64 2.00
C -0.88 2.50 2.60
C 0.13 1.72 1.94
N -0.09 1.25 0.74
C -1.27 1.59 0.01
O -1.60 0.62 -0.83
N 1.25 1.39 2.58
H -4.41 1.95 0.93
H -3.68 1.46 -0.62
H -3.87 3.19 -0.21
H -2.91 3.16 2.49
H -0.70 2.91 3.59
H 1.46 1.79 3.48
H 1.98 0.91 2.08
*
```

Orbital gap (spin up / spin down) = 0.1763 / 0.1436 hartree
E = -57559.6858 eV
Lowest unoccupied orbital energy (spin up / spin down) = -8.089 / -8.338 eV

Molecular formula: C22H21BrCrIN9STe
Method: DFT, ωB97M-V/def2-TZVPD

The geometry in ORCA input format:
```
! wB97M-V def2-TZVPD RIJCOSX def2/J DEFGRID3
* xyz 0 5
Cr 0.96 -0.63 0.46
N 0.39 0.42 4.55
C -0.05 -0.16 3.41
N 0.95 -0.27 2.55
C 2.04 0.16 3.27
N 1.76 0.52 4.50
C 3.28 0.13 2.57
C 4.54 0.29 3.23
N 5.66 0.13 2.60
C 5.60 -0.06 1.30
C 4.41 -0.15 0.59
N 3.26 -0.06 1.26
H -0.10 0.55 5.44
H -1.07 -0.35 3.24
H 4.46 0.48 4.31
H 6.55 -0.23 0.81
H 4.29 -0.38 -0.44
Br -6.13 0.12 0.33
C -5.26 -0.76 1.76
C -5.58 -2.08 1.95
C -4.91 -2.81 2.93
C -3.95 -2.20 3.72
C -3.72 -0.83 3.58
C -4.36 -0.11 2.60
I -3.79 1.86 2.30
H -6.24 -2.51 1.23
H -5.12 -3.85 3.14
H -3.44 -2.74 4.56
H -3.02 -0.25 4.20
C -1.47 1.13 -1.71
N -0.44 2.08 -2.07
C -0.51 2.71 -3.41
C 0.67 3.68 -3.46
N 1.20 3.59 -2.03
C 0.55 2.59 -1.36
S 1.17 2.02 0.13
H -1.25 0.16 -2.19
H -2.42 1.46 -2.09
H -1.53 0.92 -0.66
H -1.50 3.12 -3.55
H -0.42 1.84 -4.08
H 0.23 4.65 -3.72
H 1.44 3.27 -4.15
H 2.14 3.83 -1.80
Te -1.25 -2.14 0.64
N 2.10 0.57 -5.90
C 1.71 -0.08 -5.04
C 1.23 -0.93 -3.98
C 0.45 -2.03 -4.22
C 0.21 -2.88 -3.17
C 0.71 -2.56 -1.90
N 1.41 -1.46 -1.59
C 1.76 -0.75 -2.65
H 0.02 -2.23 -5.19
H -0.53 -3.66 -3.26
H 0.48 -3.19 -1.05
H 2.45 0.05 -2.45
*
```

Orbital gap (spin up / spin down) = 0.1763 / 0.1811 hartree
E = -161257.6723 eV
Lowest unoccupied orbital energy (spin up / spin down) = -0.518 / -0.562 eV
Energy relative to the best compared isomer or geometry (same formula, charge and spin) = 27.55 kcal/mol

Molecular formula: C28H42Br3CaClCsI2O22S
Method: DFT, ωB97M-V/def2-TZVPD

The geometry in ORCA input format:
```
! wB97M-V def2-TZVPD RIJCOSX def2/J DEFGRID3
* xyz -1 1
C -3.08 -6.98 -2.39
C -4.44 -6.54 -1.57
O -4.02 -5.67 -0.42
C -4.00 -4.25 -0.84
C -3.37 -3.22 0.27
C -3.62 -1.62 -0.07
C -2.10 -1.03 -0.18
I -1.08 -1.09 -2.17
C -1.27 -0.47 0.93
C -1.85 -0.41 2.45
I 0.79 0.26 0.50
C -4.21 -1.24 -1.59
C -5.85 -1.09 -1.29
O -5.80 -0.18 -0.10
C -4.77 -0.84 0.78
O -5.03 -0.70 2.08
H -3.20 -6.87 -3.57
H -2.13 -6.31 -2.09
H -2.85 -8.11 -2.17
H -5.18 -5.95 -2.27
H -4.93 -7.52 -1.11
H -3.28 -4.21 -1.79
H -5.06 -3.91 -1.26
H -2.19 -3.41 0.27
H -3.74 -3.53 1.35
H -0.96 0.02 3.13
H -2.70 0.42 2.49
H -2.16 -1.43 2.92
H -4.00 -1.98 -2.47
H -3.96 -0.10 -1.84
H -6.49 -2.07 -1.21
H -6.16 -0.34 -2.16
Ca 3.59 -0.26 1.20
C -6.28 3.49 3.73
C -5.13 4.00 2.88
C -4.53 2.94 2.00
O -3.19 3.38 1.86
C -2.91 4.12 2.98
O -1.79 4.50 3.29
O -4.04 4.38 3.69
H -7.07 3.05 3.11
H -5.94 2.74 4.45
H -6.71 4.31 4.31
H -5.45 4.87 2.29
H -5.02 2.88 1.03
H -4.52 1.94 2.46
O 0.78 1.85 -5.71
S 0.00 3.07 -5.78
O -0.24 3.89 -4.61
O -1.42 2.75 -6.50
C -2.26 1.74 -5.94
C -2.92 2.22 -4.66
C 0.68 4.11 -7.05
H -1.69 0.82 -5.78
H -3.04 1.52 -6.68
H -2.18 2.39 -3.88
H -3.63 1.47 -4.29
H -3.45 3.16 -4.83
H 0.84 3.52 -7.95
H 1.63 4.50 -6.68
H -0.01 4.93 -7.24
C -1.96 -6.34 2.01
C -0.77 -5.95 2.90
O -0.15 -4.94 2.30
H -1.63 -6.67 1.01
H -2.50 -7.17 2.46
H -2.67 -5.51 1.88
H -0.21 -6.88 3.07
H -1.20 -5.78 3.90
O 0.31 -8.96 3.74
Cl 1.69 -9.07 4.17
O 1.91 -10.39 4.74
O 1.97 -8.06 5.17
O 2.57 -8.89 3.04
C 7.08 2.17 -0.73
O 6.93 3.32 -0.36
O 8.07 1.74 -1.34
O 6.27 1.25 -0.57
Cs 0.70 -4.51 0.59
O 8.94 1.68 1.00
H 9.54 1.23 0.38
H 9.42 1.69 1.84
C 11.77 4.10 -0.21
C 12.40 5.27 -0.28
C 13.73 5.48 0.37
O 14.29 6.57 0.26
C 14.31 4.36 1.12
C 13.68 3.19 1.19
C 12.37 2.97 0.52
O 11.83 1.87 0.60
O 14.23 2.13 1.90
O 11.84 6.34 -0.97
H 10.81 3.93 -0.68
H 15.27 4.54 1.60
H 13.59 1.40 1.80
H 12.49 7.07 -0.88
C -9.78 5.80 3.26
Br -9.71 3.95 2.65
Br -8.67 6.09 4.83
Br -9.36 7.05 1.83
H -10.82 6.00 3.56
*
```

Orbital gap = 0.1116 hartree
E = -343411.6686 eV
Lowest unoccupied orbital energy = -1.259 eV

Molecular formula: C8H15AlBBrCaF10IKMgNO14P2S3
Method: DFT, ωB97M-V/def2-TZVPD

The geometry in ORCA input format:
```
! wB97M-V def2-TZVPD RIJCOSX def2/J DEFGRID3
* xyz 1 1
C 5.92 -2.66 0.58
C 4.95 -1.61 -0.17
C 3.70 -2.29 -0.93
I 3.58 -1.56 -3.05
C 2.28 -1.80 -0.25
O 1.28 -2.81 -0.73
C 0.56 -3.39 0.37
O 0.07 -4.54 0.23
P 1.74 -0.13 -0.99
P 2.19 1.52 0.36
O 3.47 1.36 1.17
O 2.43 2.93 -0.66
O 0.86 1.77 1.43
H 5.70 -2.59 1.71
H 7.02 -2.26 0.47
H 5.82 -3.75 0.24
H 4.49 -0.93 0.65
H 5.52 -0.92 -0.89
H 3.75 -3.44 -1.00
H 2.35 -1.80 0.90
H 0.41 -2.82 1.35
H 0.26 -0.19 -1.11
H 2.82 2.58 -1.52
H 0.78 0.90 1.90
Mg 1.87 -4.13 -2.20
B -3.16 -5.11 -0.28
F -4.54 -5.44 -0.33
F -2.83 -4.25 -1.38
F -2.89 -4.40 0.96
F -2.37 -6.29 -0.33
Br -1.25 -0.91 -1.47
Ca 2.35 -0.31 -5.35
O -2.57 4.25 1.57
C -2.41 3.25 0.72
C -2.33 3.82 -0.76
O -2.18 2.81 -1.61
H -3.20 2.47 0.70
H -1.50 2.62 0.85
H -1.53 4.59 -0.74
H -3.23 4.45 -0.88
N 1.59 5.26 2.96
S 3.06 5.29 2.40
O 4.13 5.55 3.33
O 3.25 5.80 1.05
F 3.27 3.72 2.15
S 1.10 6.70 3.39
O -0.09 6.68 4.20
O 1.15 7.75 2.40
F 2.20 7.17 4.45
K 1.20 3.77 -2.07
Al -4.23 -2.85 1.43
C -7.69 -2.46 -2.84
F -6.74 -3.41 -3.04
F -7.05 -1.27 -2.97
F -8.54 -2.55 -3.88
S -8.54 -2.64 -1.19
O -7.48 -2.52 -0.20
O -9.16 -3.96 -1.22
O -9.51 -1.55 -1.14
F 7.91 -3.47 1.24
*
```

Orbital gap = 0.0426 hartree
E = -242554.0462 eV
Lowest unoccupied orbital energy = -9.071 eV